[1]
This record from OMol25 describes a molecular structure, C8H17Br6O4P in a non-equilibrium geometry. The level of theory is wB97M-V/def2-TZVPD.

CARTESIAN COORDINATES (ANGSTROEM)
C  4.2766  -3.7411  -0.6362
Br  5.6389  -4.2648  0.6770
Br  3.1643  -2.3101  0.0882
Br  3.4156  -5.3687  -1.5679
H  4.8415  -3.2393  -1.4217
C  1.0725  -2.2817  -1.1731
Br  -0.5583  -1.5105  -1.9197
Br  2.0509  -3.2531  -2.5563
Br  0.6852  -3.4997  0.3100
H  1.7108  -1.5064  -0.7494
C  -0.0242  4.6566  1.5672
C  -0.5887  3.1471  1.8571
O  -1.5847  2.8767  0.8398
P  -1.5229  1.4801  0.0550
O  -1.9787  1.6036  -1.3936
O  0.1167  1.1506  0.0716
C  0.5626  -0.0542  -0.6029
C  2.0639  -0.0235  -0.7774
O  -2.2009  0.2792  0.9841
C  -3.0749  -0.7071  0.3690
C  -4.5170  -0.2340  0.0370
H  -0.2484  5.2233  2.4709
H  1.0610  4.6650  1.4661
H  -0.4988  5.2466  0.7831
H  0.2863  2.5020  1.9370
H  -1.1688  3.1511  2.7799
H  0.1606  -0.9016  -0.0475
H  0.0016  -0.0135  -1.5366
H  2.2746  -0.5517  -1.7073
H  2.3718  1.0175  -0.8757
H  2.6628  -0.5080  -0.0063
H  -2.5428  -1.0938  -0.5002
H  -3.3210  -1.5380  1.0302
H  -4.5318  0.6841  -0.5504
H  -5.1371  -1.0516  -0.3306
H  -4.9192  -0.0313  1.0296

For the LUMO energy, the calculation gives -0.76 eV. Its energy above the lowest of the compared OMol25 structures with the same formula, charge and spin is 265.9 kcal/mol. The value obtained for the HOMO energy is -8.258 eV. For the electronic energy, the calculation gives -16401.07629 a.u.

Taken from the Mulliken analysis, the atomic charges in e are:
1 C -0.462
2 Br -0.071
3 Br 0.076
4 Br -0.120
5 H 0.498
6 C 0.144
7 Br -0.180
8 Br 0.059
9 Br 0.044
10 H -0.254
11 C -1.080
12 C -0.161
13 O -0.364
14 P 0.971
15 O -0.727
16 O -0.401
17 C 0.043
18 C -1.496
19 O -0.349
20 C 0.331
21 C -1.184
22 H 0.337
23 H 0.301
24 H 0.316
25 H 0.203
26 H 0.338
27 H 0.351
28 H 0.264
29 H 0.601
30 H 0.486
31 H 0.297
32 H -0.163
33 H 0.354
34 H 0.329
35 H 0.365
36 H 0.306



[2]
This record from OMol25 describes 3 unconnected molecules or ions with the total composition C4H14O2S in a non-equilibrium geometry. The level of theory is wB97M-V/def2-TZVPD.

CARTESIAN COORDINATES (ANGSTROEM)
C  -2.7948  0.6721  -0.3501
C  -1.6023  0.6009  -1.2879
C  -0.6000  1.7173  -0.9937
C  0.7905  1.5215  -1.5628
S  1.4679  3.0121  -2.3903
H  -3.5486  -0.0939  -0.4557
H  -3.3863  1.5756  -0.4435
H  -2.4724  0.7079  0.6924
H  -1.1762  -0.3995  -1.1151
H  -1.8909  0.6344  -2.3288
H  -1.0141  2.6444  -1.4077
H  -0.5663  1.9421  0.0777
H  1.5285  1.2011  -0.8401
H  0.7508  0.7871  -2.3695
H  1.6342  2.4666  -3.5975
H  2.4052  -2.9302  1.3028
H  3.7730  -3.1914  1.8135
O  2.9161  -2.8587  2.1299
H  1.9229  -3.7116  4.5525
H  0.8903  -2.7348  4.0419
O  0.9724  -3.5628  4.5319

For the LUMO energy, the calculation gives 0.35 eV. Its energy above the lowest of the compared OMol25 structures with the same formula, charge and spin is 13.5 kcal/mol. The SMILES is CCCCS.O.O. The value obtained for the HOMO energy is -9.093 eV. For the electronic energy, the calculation gives -709.44415 a.u.

Taken from the Mulliken analysis, the atomic charges in e are:
1 C -1.358
2 C -0.335
3 C -0.522
4 C -0.709
5 S -0.238
6 H 0.365
7 H 0.337
8 H 0.344
9 H 0.313
10 H 0.322
11 H 0.313
12 H 0.363
13 H 0.342
14 H 0.347
15 H 0.118
16 H 0.312
17 H 0.308
18 O -0.611
19 H 0.317
20 H 0.312
21 O -0.640



[3]
This record from OMol25 describes 2 unconnected molecules or ions with the total composition C34H32Br2N in a non-equilibrium geometry. The level of theory is wB97M-V/def2-TZVPD.

CARTESIAN COORDINATES (ANGSTROEM)
Br  -7.4477  4.2088  -2.8556
C  -5.7893  3.3258  -2.7552
C  -5.7378  1.9206  -2.7590
C  -4.5187  1.2674  -2.5672
C  -3.3211  1.9960  -2.3101
C  -2.0973  1.3138  -1.9852
C  -0.9674  1.8991  -1.4421
C  0.2749  1.2363  -1.4521
C  1.4566  1.8966  -1.9505
C  2.3385  1.3010  -2.9028
C  3.2820  2.0560  -3.5921
C  3.3660  3.4344  -3.3476
Br  4.5798  4.4972  -4.3418
C  2.5457  4.0457  -2.3810
C  1.6196  3.2849  -1.6882
C  -3.3887  3.4119  -2.3953
C  -4.6029  4.0679  -2.6088
H  -6.6597  1.3594  -2.8990
H  -4.4807  0.1803  -2.5849
H  -2.0418  0.2422  -2.2043
H  -1.0284  2.9109  -1.0217
H  0.2285  0.1548  -1.3493
H  2.2254  0.2504  -3.1560
H  3.9362  1.5951  -4.3281
H  2.6302  5.1137  -2.2039
H  0.9564  3.7684  -0.9691
H  -2.4674  3.9859  -2.2930
H  -4.6555  5.1535  -2.6435
C  4.6282  -2.4694  -1.1414
C  3.5153  -1.8039  -1.6668
C  2.6491  -1.1501  -0.8125
C  2.8458  -1.1080  0.5788
C  1.8514  -0.4927  1.4627
C  0.6634  -1.1220  1.7720
N  0.1123  -1.0506  3.0323
C  0.8905  -0.5069  4.1584
C  0.0503  -0.1698  5.3913
C  -0.9734  -1.2377  5.7649
C  -1.7439  -1.7468  4.5495
C  -0.8398  -2.0982  3.3765
C  -0.0927  -1.8593  0.6946
C  0.4219  -3.0268  0.1098
C  -0.2550  -3.6766  -0.9166
C  -1.4702  -3.1771  -1.3904
C  -2.0276  -2.0502  -0.7766
C  -1.3540  -1.3999  0.2606
C  4.0146  -1.7398  1.0845
C  4.8649  -2.4462  0.2396
H  5.3182  -2.9867  -1.8100
H  3.3281  -1.7943  -2.7358
H  1.7887  -0.6268  -1.2231
H  2.2165  0.3263  2.0895
H  1.6789  -1.2251  4.4462
H  1.4030  0.3997  3.8263
H  0.7384  -0.0232  6.2294
H  -0.4617  0.7870  5.2306
H  -0.4584  -2.0799  6.2442
H  -1.6869  -0.8311  6.4890
H  -2.3078  -2.6494  4.8137
H  -2.4693  -0.9896  4.2226
H  -1.4885  -2.3063  2.5166
H  -0.2937  -3.0448  3.5887
H  1.3781  -3.4235  0.4642
H  0.1739  -4.5716  -1.3668
H  -1.9724  -3.6495  -2.2339
H  -2.9888  -1.6612  -1.1100
H  -1.8023  -0.5159  0.7246
H  4.1970  -1.7023  2.1660
H  5.7225  -2.9779  0.6446

For the LUMO energy, the calculation gives -5.52 eV. The net charge is +1. The value obtained for the HOMO energy is -9.610 eV. For the electronic energy, the calculation gives -6517.25770 a.u.

Taken from the Mulliken analysis, the atomic charges in e are:
1 Br -0.109
2 C 0.076
3 C -0.580
4 C -0.472
5 C 0.301
6 C -0.257
7 C -0.975
8 C 0.412
9 C 0.796
10 C -0.118
11 C -0.724
12 C 0.072
13 Br -0.112
14 C -0.732
15 C -0.426
16 C -0.297
17 C -0.649
18 H 0.424
19 H 0.350
20 H 0.578
21 H 0.508
22 H 0.345
23 H 0.579
24 H 0.454
25 H 0.433
26 H 0.396
27 H 0.411
28 H 0.418
29 C -0.458
30 C -1.304
31 C 0.631
32 C -0.174
33 C -1.655
34 C 0.412
35 N 0.268
36 C -0.594
37 C -0.806
38 C -0.731
39 C -0.851
40 C -0.427
41 C 0.026
42 C 0.032
43 C -0.836
44 C -0.654
45 C -0.892
46 C 0.342
47 C -0.302
48 C -0.724
49 H 0.388
50 H 0.449
51 H 0.762
52 H 0.449
53 H 0.335
54 H 0.276
55 H 0.377
56 H 0.340
57 H 0.325
58 H 0.337
59 H 0.375
60 H 0.288
61 H 0.352
62 H 0.234
63 H 0.448
64 H 0.458
65 H 0.425
66 H 0.592
67 H 0.527
68 H 0.445
69 H 0.414



[4]
This record from OMol25 describes 11 unconnected molecules or ions with the total composition C54H132Br6N8 in a non-equilibrium geometry. The level of theory is wB97M-V/def2-TZVPD.

CARTESIAN COORDINATES (ANGSTROEM)
C  20.6688  20.3617  18.3623
C  19.3198  20.2862  19.0844
N  19.3458  19.5643  20.4073
C  19.8994  20.3649  21.5277
C  19.1475  21.6858  21.6709
C  19.8412  18.1788  20.3775
C  19.3105  17.3519  21.5330
H  21.4062  20.8044  19.0319
H  20.6082  21.0971  17.5601
H  21.0292  19.4083  17.9760
H  18.9488  21.3111  19.0868
H  18.6496  19.7506  18.4121
H  19.7863  19.8166  22.4629
H  20.9780  20.5095  21.4660
H  19.5634  22.2931  22.4749
H  19.3051  22.3882  20.8525
H  18.0898  21.5594  21.9018
H  20.9300  18.1284  20.3696
H  19.5252  17.8146  19.3999
H  18.2384  17.4485  21.7040
H  19.8176  17.5787  22.4709
H  19.4773  16.2920  21.3414
C  26.6812  18.0331  8.3772
C  25.9308  18.6312  9.6011
N  24.4778  18.3659  9.5387
C  23.6697  18.8364  8.4648
C  23.4460  20.3216  8.4472
C  23.7559  18.7371  10.7904
C  23.8836  17.6363  11.8414
H  26.3677  18.5859  7.4916
H  26.6444  16.9483  8.2775
H  27.7068  18.3957  8.3096
H  26.3559  18.2439  10.5271
H  26.0346  19.7138  9.6740
H  24.2046  18.5643  7.5549
H  22.7223  18.2995  8.4161
H  22.8151  20.5441  7.5867
H  22.9351  20.8099  9.2771
H  24.4062  20.8262  8.3392
H  22.7104  18.6338  10.4999
H  23.8021  19.7534  11.1817
H  24.7945  17.7809  12.4225
H  24.0436  16.6752  11.3528
H  23.0149  17.6150  12.4994
C  21.2956  20.5988  12.5529
C  20.4830  21.6082  13.4507
N  19.1001  21.3267  13.8317
C  18.1087  21.0329  12.7597
C  17.4845  22.2715  12.1393
C  18.7024  22.2777  14.8730
C  17.3728  21.8702  15.5716
H  21.2852  19.6176  13.0275
H  22.3317  20.9064  12.4122
H  20.8952  20.4884  11.5451
H  21.1574  21.8110  14.2826
H  20.5456  22.5802  12.9616
H  18.6455  20.4464  12.0141
H  17.3124  20.3734  13.1049
H  16.8363  22.8080  12.8322
H  18.2473  22.9897  11.8386
H  16.8635  21.9833  11.2912
H  18.5187  23.2873  14.5052
H  19.4472  22.3522  15.6654
H  16.8983  22.6864  16.1163
H  17.5119  21.0979  16.3282
H  16.6140  21.5671  14.8502
C  27.8026  19.6344  17.4249
C  27.2252  20.6587  16.4003
N  25.8407  21.0897  16.7194
C  25.6989  21.8370  17.9544
C  26.4615  23.1698  17.9406
C  24.8196  20.1069  16.4996
C  24.8564  19.4209  15.1455
H  28.8877  19.6138  17.3232
H  27.3716  18.6653  17.1733
H  27.6664  19.8777  18.4786
H  27.7962  21.5835  16.4828
H  27.2054  20.3242  15.3631
H  25.8996  21.2621  18.8585
H  24.7023  22.2637  18.0679
H  25.9693  23.9279  18.5498
H  26.5656  23.6044  16.9464
H  27.4911  23.1332  18.2963
H  24.7816  19.3742  17.3057
H  23.8918  20.6786  16.5243
H  25.1838  20.1224  14.3781
H  25.5241  18.5627  15.0701
H  23.8778  19.1035  14.7854
C  18.1629  13.7901  13.3744
C  17.2335  14.7358  12.6953
N  17.7633  16.0873  12.4044
C  18.9157  16.0091  11.4966
C  19.6127  17.3307  11.3610
C  16.6192  16.7993  11.8695
C  15.5357  17.1941  12.8859
H  18.7785  14.2186  14.1652
H  18.8747  13.4533  12.6207
H  17.6249  12.9092  13.7246
H  16.7915  14.2434  11.8291
H  16.3928  14.8325  13.3824
H  19.6234  15.3403  11.9863
H  18.7425  15.4301  10.5894
H  19.9084  17.7485  12.3234
H  20.4974  17.2065  10.7366
H  18.9345  17.9820  10.8096
H  16.1012  16.1655  11.1498
H  16.8959  17.6824  11.2936
H  14.8817  17.7365  12.2031
H  15.9959  17.8400  13.6336
H  14.9333  16.3914  13.3112
C  13.2710  19.9254  16.1500
C  12.9262  18.4630  15.8143
N  12.1883  17.8086  16.9193
C  11.5516  16.6114  16.3466
C  10.1726  16.9430  15.7111
C  13.2973  17.4835  17.9220
C  12.5592  16.9850  19.1516
H  14.0217  20.1401  16.9105
H  12.2969  20.3487  16.3951
H  13.5329  20.4279  15.2189
H  12.2899  18.4904  14.9297
H  13.7281  17.7835  15.5256
H  12.1830  16.1082  15.6144
H  11.2216  15.8811  17.0854
H  9.6296  17.6531  16.3349
H  10.3190  17.4222  14.7432
H  9.6292  16.0076  15.5773
H  13.8723  18.3508  18.2463
H  14.0554  16.8475  17.4650
H  12.3899  15.9187  19.0015
H  11.6244  17.4956  19.3829
H  13.2629  17.0384  19.9822
C  20.2906  9.0253  17.0066
C  21.6822  9.6113  17.4468
N  21.9679  10.9225  16.9096
C  22.2808  10.8796  15.4967
C  23.6602  10.4403  15.1739
C  20.9340  11.9346  17.2646
C  21.6692  13.2396  17.3356
H  19.4730  9.6030  17.4377
H  20.2336  7.9760  17.2960
H  20.1778  8.9263  15.9270
H  21.7258  9.7300  18.5295
H  22.4690  8.9161  17.1538
H  21.5358  10.2764  14.9779
H  22.1046  11.8334  14.9994
H  24.3496  11.1890  15.5641
H  23.8944  9.4037  15.4159
H  23.7626  10.5457  14.0938
H  20.5161  11.6339  18.2253
H  20.1495  12.1408  16.5365
H  21.1300  14.0191  17.8738
H  21.9306  13.6460  16.3585
H  22.5903  13.0565  17.8889
C  16.7167  15.5544  19.3704
C  17.2603  14.4401  18.4410
N  16.2330  13.3700  18.3455
C  16.7326  12.1354  17.8092
C  15.7252  10.9323  17.6842
C  15.0058  13.8474  17.7431
C  15.2405  14.3295  16.2589
H  16.0392  16.2325  18.8515
H  17.5298  16.0837  19.8673
H  16.1973  15.1705  20.2484
H  17.6823  14.7417  17.4823
H  18.1581  14.0113  18.8862
H  17.5093  11.8041  18.4985
H  17.2277  12.3295  16.8578
H  16.2215  10.0824  17.2157
H  14.9784  11.2533  16.9580
H  15.2404  10.5144  18.5665
H  14.2395  13.0736  17.7898
H  14.4853  14.6616  18.2473
H  14.3497  14.8075  15.8513
H  16.0718  15.0339  16.2289
H  15.4973  13.4852  15.6191
Br  24.3467  13.5262  13.0885
C  24.5753  15.0411  14.3374
C  25.2816  14.5396  15.6363
Br  25.7297  16.0887  16.8336
H  23.5990  15.5044  14.4796
H  25.1039  15.7458  13.6954
H  26.2243  14.0484  15.3953
H  24.6425  13.7886  16.1007
Br  15.1662  17.7461  21.4811
C  15.8862  19.2484  20.4915
C  14.7003  20.2282  20.2661
Br  15.2097  21.7342  19.0899
H  16.3236  19.0408  19.5149
H  16.6416  19.7340  21.1093
H  14.3110  20.6515  21.1920
H  13.9068  19.7030  19.7344
Br  16.8219  18.1226  16.3970
C  18.6494  17.3495  15.9569
C  19.4979  18.3851  15.1188
Br  21.3309  17.6026  15.0026
H  18.4896  16.4593  15.3485
H  19.1506  17.2326  16.9177
H  19.4822  19.3420  15.6404
H  19.1514  18.6060  14.1092

For the LUMO energy, the calculation gives 0.47 eV. The SMILES is CCN(CC)CC.CCN(CC)CC.CCN(CC)CC.CCN(CC)CC.CCN(CC)CC.CCN(CC)CC.CCN(CC)CC.CCN(CC)CC.BrCCBr.BrCCBr.BrCCBr. The value obtained for the HOMO energy is -8.013 eV. For the electronic energy, the calculation gives -18018.57347 a.u.

Atom charges from the Mulliken analysis, given in e for atoms 1 to 99:
1 C -1.029
2 C -0.395
3 N 1.068
4 C -0.544
5 C -1.206
6 C 0.386
7 C -1.602
8 H 0.481
9 H 0.282
10 H 0.110
11 H 0.410
12 H -0.477
13 H 0.336
14 H 0.370
15 H 0.449
16 H 0.285
17 H 0.206
18 H 0.190
19 H -0.415
20 H 0.172
21 H 0.469
22 H 0.473
23 C -1.349
24 C -0.298
25 N 0.280
26 C -0.604
27 C -0.964
28 C -0.798
29 C -0.811
30 H 0.344
31 H 0.280
32 H 0.423
33 H 0.323
34 H 0.337
35 H 0.428
36 H 0.344
37 H 0.428
38 H 0.171
39 H 0.280
40 H 0.141
41 H 0.290
42 H 0.215
43 H 0.466
44 H 0.043
45 C -0.520
46 C -1.488
47 N 1.058
48 C -0.236
49 C -1.654
50 C -0.804
51 C -0.384
52 H -0.151
53 H 0.510
54 H 0.348
55 H 0.532
56 H 0.433
57 H 0.276
58 H 0.102
59 H 0.297
60 H 0.296
61 H 0.470
62 H 0.367
63 H 0.337
64 H 0.444
65 H -0.294
66 H 0.171
67 C -0.813
68 C -0.745
69 N 0.166
70 C -0.295
71 C -1.484
72 C -0.327
73 C -1.178
74 H 0.397
75 H 0.055
76 H 0.267
77 H 0.431
78 H 0.365
79 H 0.359
80 H 0.259
81 H 0.415
82 H 0.378
83 H 0.308
84 H 0.243
85 H 0.264
86 H 0.431
87 H 0.320
88 H 0.144
89 C -1.618
90 C -0.486
91 N 1.242
92 C -1.039
93 C -0.689
94 C -0.996
95 C -0.896
96 H 0.165
97 H 0.487
98 H 0.476
99 H 0.439